[1]
Below is a structure of composition C2HgLiO4, with properties calculated with wB97M-V/def2-TZVPD.

The geometry in XYZ format:
```
8
Properties=species:S:1:pos:R:3:forces:R:3
O 0.652972 -1.187340 0.078801 0.74 -0.84 -0.43
C -0.136173 -0.492945 -0.630767 -3.73 0.17 1.82
O -1.287566 -0.946919 -0.862036 0.46 -0.20 -0.70
Li -1.704351 -1.186288 1.010677 0.37 0.52 -0.99
Hg 2.567563 -0.108528 0.283468 1.43 -0.04 0.19
O -1.098557 1.389650 0.417916 0.91 -0.16 -1.64
O 1.089853 1.472536 -0.058433 -0.01 1.86 -0.85
C -0.083743 1.059836 -0.239626 -0.16 -1.31 2.60
```
Forces are in eV/Å.

Calculated values
**Expectation value of S²**: 0.7531
**LUMO level (spin up / spin down)**: -0.876 / -2.054 eV
**Energy above the lowest of the compared OMol25 structures with the same formula, charge and spin**: 105.0 kJ/mol
**Total energy**: -538.111862 a.u.
**Molecular weight**: 295.5 u
**Spin multiplicity**: 2
**HOMO-LUMO gap (spin up / spin down)**: 0.282 / 0.268 Ha
**F_max**: 0.081 hartree/bohr



[2]
Below is a cluster of 2 separate species, C3H4ClF in total, with properties calculated with wB97M-V/def2-TZVPD.

The geometry in XYZ format:
```
9
Properties=species:S:1:pos:R:3:forces:R:3
C 0.937805 0.501307 0.753020 0.84 0.50 -0.04
C 0.205228 0.392735 -0.419390 0.65 0.59 1.76
C -0.317850 -0.843047 -0.675904 -1.31 -2.59 -1.53
F -0.166107 -1.832982 0.197392 -0.08 0.73 -0.58
Cl -2.606254 0.713761 0.378247 0.56 -0.63 -0.46
H 1.369923 1.420055 1.112376 -0.29 0.68 -0.51
H 1.342389 -0.264946 1.446432 -1.10 -0.23 -1.08
H -0.138621 1.191598 -1.089971 0.64 -0.21 0.55
H -0.626511 -1.278479 -1.702201 0.09 1.16 1.89
```
Forces are in eV/Å.

Calculated values
**LUMO level (spin up / spin down)**: -1.834 / -2.758 eV
**Energy above the lowest of the compared OMol25 structures with the same formula, charge and spin**: 278.8 kJ/mol
**Total energy**: -676.635294 a.u.
**Molecular weight**: 94.5 u
**HOMO-LUMO gap (spin up / spin down)**: 0.285 / 0.215 Ha
**F_max**: 0.064 hartree/bohr



[3]
Below is a cluster of 2 separate species, C2H8BNO2 in total, with properties calculated with wB97M-V/def2-TZVPD.

The geometry in XYZ format:
```
14
Properties=species:S:1:pos:R:3:forces:R:3
B -0.428572 -0.487599 -0.312054 1.42 -1.13 2.60
C 1.338570 1.331016 -0.735427 -0.02 0.00 0.35
C 1.028473 -0.168111 -0.953820 -2.18 1.20 0.56
N -1.417046 -0.951414 2.611148 1.83 4.29 -0.71
O -1.630946 -0.602717 -0.866219 -0.07 0.13 -0.13
O -0.265856 -0.875077 1.679024 -1.75 0.48 -2.80
H 0.714048 1.983587 -1.398721 0.87 -0.39 0.54
H 1.097093 1.539118 0.315004 0.43 0.49 -0.25
H 2.440069 1.363534 -0.918465 -0.98 0.92 0.09
H 1.015592 -0.188395 -2.044706 0.19 -1.22 0.02
H 1.837485 -0.638420 -0.429876 0.14 -1.01 -0.22
H -2.015469 -0.089946 2.445001 1.11 -1.26 0.26
H -2.010350 -1.689962 2.449517 -1.22 -2.49 -1.15
H -1.703091 -0.525613 -1.840405 0.24 0.00 0.84
```
Forces are in eV/Å.

Calculated values
**LUMO level**: 0.070 eV
**Energy above the lowest of the compared OMol25 structures with the same formula, charge and spin**: 490.8 kJ/mol
**Total energy**: -311.003078 a.u.
**Molecular weight**: 88.9 u
**HOMO-LUMO gap**: 0.308 Ha
**F_max**: 0.092 hartree/bohr



[4]
Below is a cluster of 2 separate species, C20H26N2O3 in total, with properties calculated with wB97M-V/def2-TZVPD.

The geometry in XYZ format:
```
51
Properties=species:S:1:pos:R:3:forces:R:3
C -1.969758 8.115496 1.051870 -8.19 -4.47 7.82
C -1.787924 6.730659 0.872643 3.12 -7.80 -2.00
C -1.260318 5.988617 2.014710 -3.19 -9.23 -13.28
C -0.954932 4.550430 1.750261 -2.91 2.91 -3.47
C -1.341795 3.846839 0.402203 5.33 -1.79 12.00
C -1.668087 4.550533 -0.562143 -1.96 4.20 -4.08
C -1.828439 5.905816 -0.465069 -3.82 4.24 4.22
C -2.710430 6.641306 -1.461142 4.89 0.61 -0.95
H -3.639122 7.044131 -1.182320 -1.11 0.34 0.81
H -2.762940 6.085653 -2.388064 -0.20 0.07 -0.30
H -1.907603 7.462104 -1.576230 -1.94 -0.17 -0.94
H -2.014720 3.980605 -1.324560 -0.93 -0.78 -3.32
O -0.991761 2.520099 0.352312 3.04 9.65 15.70
C -1.142299 1.836767 -0.549093 -5.30 -9.07 -16.86
C -0.925616 0.337586 -0.427053 4.17 5.44 9.99
C -0.304720 -0.334922 0.672507 -2.66 0.62 -6.06
C -0.191415 -1.570408 0.074542 3.80 -3.44 11.32
N -0.373270 -1.702134 -1.105143 -2.42 0.38 -6.20
O -0.903393 -0.372870 -1.351685 -1.05 -5.10 -11.32
C 0.187781 -2.807983 1.138525 -4.27 -2.36 0.96
O -0.827323 -3.218866 1.925757 5.77 2.53 -4.09
N 1.436479 -3.497998 0.999703 -7.42 7.68 -0.76
C 2.280384 -2.972198 0.050644 2.40 -4.05 -2.68
H 3.393797 -3.315096 0.326150 -2.37 0.69 -1.05
C 1.757212 -3.545826 -1.326776 17.45 -0.46 1.98
C 2.465607 -4.801345 -1.778651 -3.31 -2.94 1.62
H 3.409890 -5.036211 -1.428597 1.93 0.40 2.75
C 1.463935 -5.991693 -1.390415 2.96 -2.38 -6.66
H 2.159177 -7.000331 -1.745808 -2.09 2.19 1.49
H 0.770563 -5.902386 -2.346578 0.49 -0.53 2.27
C 0.785151 -6.036590 -0.065111 1.52 -3.32 -4.17
C 1.706333 -5.920748 0.960770 6.57 4.31 1.31
H 2.853755 -5.840962 0.651615 -2.09 -0.65 -0.13
H 1.708549 -6.702229 1.566388 -0.08 -3.18 3.25
C 1.583566 -4.583965 1.692025 -2.88 -5.72 6.35
H 0.742494 -4.636873 2.626929 1.25 0.13 -3.15
H 2.278618 -4.333450 2.378085 3.83 -0.49 2.14
H 0.339412 -5.165748 -0.116522 -4.24 3.67 0.11
H 0.322368 -6.989730 -0.033151 -1.64 -0.24 0.14
H 2.895161 -5.011264 -2.740713 -1.53 0.67 -1.79
H 1.050529 -3.267530 -1.804412 -9.61 3.41 -5.04
H 2.779229 -2.836688 -2.090571 -2.95 -0.86 1.70
H 2.270971 -1.967053 -0.116774 -0.18 2.90 0.67
H -0.311743 0.028270 1.564016 0.39 1.52 5.60
H -2.286533 1.747473 -0.814880 0.80 0.40 -0.52
H -0.668303 2.343142 -1.559102 -0.60 -1.85 1.35
H -0.472802 4.028014 2.483261 1.08 -1.63 1.70
H -0.982887 6.478101 2.715190 3.32 5.42 9.37
H -1.583338 8.632102 0.423864 4.98 6.74 -7.45
H -1.680837 8.257184 2.111344 -0.26 1.00 -0.77
H -3.148652 8.252171 0.945245 2.13 0.38 0.44
```
Forces are in eV/Å.

Calculated values
**LUMO level**: 0.403 eV
**Energy above the lowest of the compared OMol25 structures with the same formula, charge and spin**: 2240.9 kJ/mol
**Total energy**: -1112.186292 a.u.
**Molecular weight**: 342.4 u
**HOMO-LUMO gap**: 0.310 Ha
**F_max**: 0.386 hartree/bohr



[5]
Below is the ion C5H14OP with charge +1, with properties calculated with wB97M-V/def2-TZVPD.

The geometry in XYZ format:
```
21
Properties=species:S:1:pos:R:3:forces:R:3
C -1.250206 1.750838 0.648961 -0.60 -2.30 1.03
C 0.688428 0.080822 -1.912325 -2.49 -0.02 2.31
C 1.519968 -1.717253 0.493584 -0.09 3.68 -0.38
C -1.700942 -0.741335 0.204334 -0.36 -0.92 -2.30
C -0.739676 0.267889 0.789228 1.30 -0.64 0.05
O 1.972072 0.892327 0.624772 0.63 -0.52 -0.10
P 0.889376 -0.003616 -0.062938 -1.15 -2.17 0.70
H -0.805533 2.338573 1.391191 0.37 0.86 1.54
H -2.347736 1.735588 0.767268 0.57 0.27 -0.13
H -0.956237 2.253540 -0.228758 0.07 0.11 -1.62
H 0.677414 1.100751 -2.188105 -0.46 1.23 -0.36
H -0.222759 -0.476110 -2.270970 0.72 0.82 0.74
H 1.454025 -0.331572 -2.427443 2.86 -1.50 -1.23
H 1.549378 -1.671652 1.585927 -0.39 -0.56 -0.28
H 2.517451 -1.679839 0.125474 1.08 -0.19 -0.18
H 1.011428 -2.444739 -0.061468 -1.00 -1.36 -0.09
H -1.774921 -0.644829 -0.944504 -0.21 -0.04 1.79
H -2.675007 -0.505033 0.621981 -0.21 -0.36 -0.07
H -1.441493 -1.822637 0.391733 -0.25 1.18 0.07
H -0.545578 -0.201259 1.831332 -0.13 1.73 -1.16
H 2.180558 1.819553 0.620721 -0.27 0.71 -0.35
```
Forces are in eV/Å.

Calculated values
**LUMO level**: -3.098 eV
**Energy above the lowest of the compared OMol25 structures with the same formula, charge and spin**: 0.0 kJ/mol
**Total energy**: -615.260927 a.u.
**Charge**: +1
**Molecular weight**: 121.1 u
**HOMO-LUMO gap**: 0.448 Ha
**F_max**: 0.072 hartree/bohr



[6]
Below is a structure of composition C2H2CoO2, with properties calculated with wB97M-V/def2-TZVPD.

The geometry in XYZ format:
```
7
Properties=species:S:1:pos:R:3:forces:R:3
O -1.378203 -0.568859 0.260797 -0.57 0.39 0.24
C -0.271847 -0.680344 -0.371281 1.64 -0.74 0.13
C 0.743887 0.293893 -0.159083 0.06 -0.63 -1.15
O 0.503063 1.278872 0.621034 -0.34 0.39 0.38
Co -1.269969 1.047392 1.238289 -0.15 0.11 0.18
H 1.689518 0.251317 -0.712199 -0.19 0.03 0.36
H -0.016449 -1.622270 -0.877558 -0.44 0.45 -0.14
```
Forces are in eV/Å.

Calculated values
**Expectation value of S²**: 6.0100
**LUMO level (spin up / spin down)**: -6.599 / -7.017 eV
**Energy above the lowest of the compared OMol25 structures with the same formula, charge and spin**: 0.0 kJ/mol
**Total energy**: -1610.293720 a.u.
**Charge**: +1
**Molecular weight**: 117.0 u
**Spin multiplicity**: 5
**HOMO-LUMO gap (spin up / spin down)**: 0.261 / 0.347 Ha
**F_max**: 0.035 hartree/bohr



Q: Look up the energy above the lowest of the compared OMol25 structures with the same formula, charge and spin of the third one.
A: 490.8 kJ/mol



Q: Which value of molecular weight does entry 1 give?
A: 295.5 u



Q: molecular weight of number 5 (C5H14OP)?
A: 121.1 u



Q: Which formula does entry 1 have?
A: C2HgLiO4